A.
20
Properties=species:S:1:pos:R:3 method="wB97M-V/def2-TZVPD" total_charge=0 e_homo_ev=-8.08 e_lumo_ev=0.42 gap_ev=8.5
C 2.765 0.581 -1.039
C 1.508 -0.032 -0.631
C 1.248 -1.347 -0.770
N 0.546 0.876 -0.418
H 3.594 -0.209 -1.015
H 3.026 1.364 -0.222
H 2.694 1.148 -2.013
H 0.392 -1.935 -0.626
H 2.116 -2.133 -1.019
H 0.462 1.751 -0.798
H -0.188 0.552 0.083
H -2.607 0.792 1.768
H -3.487 1.845 1.069
O -2.989 1.025 0.917
H -2.406 1.284 4.841
H -1.805 0.019 4.442
O -2.170 0.790 4.022
H -1.284 -2.793 -2.966
H -0.383 -1.710 -2.406
O -1.031 -1.869 -3.220


B.
20
Properties=species:S:1:pos:R:3 method="wB97M-V/def2-TZVPD" total_charge=0 e_homo_ev=-8.99 e_lumo_ev=0.48 gap_ev=9.5
C -1.338 -1.579 -0.884
N -0.469 -0.413 -0.719
C 0.876 -0.552 -1.197
C 1.656 0.738 -0.947
O 1.701 1.086 0.408
H -2.310 -1.291 -0.492
H -0.915 -2.383 -0.288
H -1.417 -1.856 -1.939
H -0.855 0.474 -0.993
H 1.397 -1.312 -0.622
H 1.037 -0.787 -2.264
H 2.671 0.639 -1.334
H 1.214 1.565 -1.522
H 0.822 1.435 0.621
H 0.042 -1.780 1.575
H -0.555 -3.069 2.267
O -0.119 -2.229 2.408
H -1.628 2.888 -0.354
H -1.418 3.657 0.945
O -1.669 2.792 0.604


The structure with the least stability is A.


A.
20
Properties=species:S:1:pos:R:3 method="wB97M-V/def2-TZVPD" total_charge=0 e_homo_ev=-8.13 e_lumo_ev=0.68 gap_ev=8.8
C 1.779 -0.256 1.289
C 1.219 0.139 -0.037
C 1.111 -0.620 -1.127
N 0.721 -0.119 -2.389
H 1.296 -1.095 1.778
H 1.702 0.581 1.969
H 2.842 -0.440 1.196
H 0.851 1.140 -0.215
H 1.310 -1.682 -1.086
H 1.133 -0.639 -3.148
H 1.029 0.839 -2.483
H -1.060 2.493 1.540
H -0.856 1.914 3.001
O -0.423 2.164 2.182
H -1.303 -2.092 -1.353
H -1.080 -3.480 -0.785
O -1.780 -2.890 -1.098
H -2.514 0.709 0.599
H -3.362 1.689 -0.219
O -2.616 1.643 0.386


B.
20
Properties=species:S:1:pos:R:3 method="wB97M-V/def2-TZVPD" total_charge=0 e_homo_ev=-10.17 e_lumo_ev=0.84 gap_ev=11.0
C 1.024 1.654 -1.574
C 0.436 1.298 -0.221
C -1.688 1.105 0.689
N -0.965 0.902 -0.325
H 2.071 1.957 -1.472
H 0.518 2.470 -2.057
H 0.994 0.815 -2.275
H 1.060 0.524 0.237
H 0.502 2.190 0.407
H -1.278 1.558 1.595
H -2.696 0.699 0.703
H 0.104 -1.280 2.006
H 0.869 -1.100 3.316
O 0.083 -0.810 2.848
H -1.239 -0.708 -1.149
H -1.888 -1.954 -1.793
O -1.121 -1.680 -1.283
H 0.395 -2.327 -0.246
H 1.785 -2.897 0.121
O 1.033 -2.417 0.476


The structure with the least stability is A.


A.
53
Properties=species:S:1:pos:R:3 method="wB97M-V/def2-TZVPD" total_charge=-1 e_homo_ev="-5.28 / -5.28" e_lumo_ev="1.48 / 1.48" gap_ev="6.8 / 6.8"
Pt -0.905 -0.529 -0.414
N 1.789 0.033 -1.466
C 1.890 1.335 -1.069
C 3.130 1.930 -0.935
C 3.275 3.287 -0.609
C 2.184 4.074 -0.405
C 0.897 3.491 -0.438
C -0.252 4.264 -0.161
C -1.480 3.694 -0.173
C -1.578 2.318 -0.430
N -0.542 1.560 -0.697
C 0.726 2.117 -0.736
H 2.643 -0.464 -1.650
H 1.021 -0.287 -2.029
H 4.012 1.325 -1.120
H 4.271 3.715 -0.561
H 2.279 5.136 -0.212
H -0.128 5.317 0.067
H -2.377 4.262 0.029
H -2.543 1.842 -0.429
Se -2.670 -0.821 -2.009
C -4.128 0.105 -1.214
C -4.177 0.475 0.132
C -5.291 1.149 0.610
N -6.361 1.452 -0.132
C -6.315 1.065 -1.412
C -5.242 0.408 -1.992
H -3.356 0.231 0.793
H -5.329 1.470 1.647
H -7.188 1.311 -2.010
H -5.262 0.142 -3.043
Cl -1.807 -4.587 -2.361
C -0.505 -4.200 -1.212
Cl 0.193 -5.707 -0.607
Cl -1.198 -3.323 0.202
C 0.565 -3.295 -1.958
O 1.654 -3.806 -2.186
O 0.110 -2.155 -2.240
O 2.832 -1.095 4.332
C 2.854 -1.702 3.139
C 3.846 -2.662 2.926
C 3.945 -3.314 1.712
C 3.058 -3.027 0.676
C 2.070 -2.081 0.889
C 1.928 -1.407 2.105
C 0.843 -0.390 2.348
O 0.878 0.251 3.419
O -0.113 -0.177 1.515
H 2.078 -0.430 4.253
H 4.532 -2.871 3.738
H 4.727 -4.053 1.565
H 3.121 -3.540 -0.276
H 1.396 -1.836 0.086


B.
53
Properties=species:S:1:pos:R:3 method="wB97M-V/def2-TZVPD" total_charge=-1 e_homo_ev=-5.09 e_lumo_ev=1.83 gap_ev=6.9
Pt 0.039 -0.431 0.283
N 0.171 1.672 0.346
C -0.536 2.189 -0.778
C -1.057 3.445 -0.882
C -1.583 3.890 -2.113
C -1.555 3.091 -3.221
C -1.052 1.773 -3.130
C -1.005 0.870 -4.213
C -0.548 -0.400 -4.007
C -0.169 -0.800 -2.713
N -0.195 0.023 -1.687
C -0.590 1.316 -1.888
H 1.184 1.734 0.089
H -0.014 2.188 1.199
H -1.010 4.116 -0.034
H -1.977 4.895 -2.182
H -1.917 3.449 -4.176
H -1.328 1.198 -5.194
H -0.488 -1.120 -4.811
H 0.142 -1.812 -2.496
Se 0.132 -2.835 -0.042
C -1.673 -3.411 0.063
C -1.960 -4.737 0.389
C -3.278 -5.160 0.417
N -4.325 -4.378 0.155
C -4.044 -3.112 -0.155
C -2.765 -2.588 -0.219
H -1.164 -5.429 0.630
H -3.506 -6.191 0.672
H -4.898 -2.474 -0.367
H -2.613 -1.548 -0.477
Cl 3.029 0.355 -3.769
C 3.733 1.719 -2.846
Cl 4.192 2.985 -3.994
Cl 5.192 1.156 -2.024
C 2.592 2.216 -1.844
O 1.821 3.044 -2.310
O 2.584 1.622 -0.744
O -1.490 2.493 2.781
C -2.385 1.483 2.509
C -3.681 1.759 2.096
C -4.549 0.717 1.803
C -4.115 -0.596 1.913
C -2.814 -0.855 2.310
C -1.934 0.173 2.612
C -0.550 -0.170 3.127
O -0.304 -0.015 4.310
O 0.262 -0.694 2.271
H -1.967 3.326 2.846
H -4.006 2.790 1.996
H -5.559 0.937 1.484
H -4.784 -1.416 1.686
H -2.462 -1.876 2.390


The structure with the least stability is A.


A.
12
Properties=species:S:1:pos:R:3 method="wB97M-V/def2-TZVPD" total_charge=0 e_homo_ev=-9.06 e_lumo_ev=0.84 gap_ev=9.9
C 2.474 0.020 0.172
C -0.828 -0.132 -0.612
H 2.406 1.131 0.232
H 3.244 -0.317 -0.449
H 2.645 -0.346 1.215
H -0.972 -0.993 -1.234
H -1.894 1.426 0.155
H -3.088 -0.741 1.244
N 0.225 0.207 -0.007
N -2.063 0.612 -0.436
O 1.296 -0.587 -0.328
S -3.444 -0.282 0.048


B.
12
Properties=species:S:1:pos:R:3 method="wB97M-V/def2-TZVPD" total_charge=0 e_homo_ev=-8.91 e_lumo_ev=0.48 gap_ev=9.4
C 0.127 0.124 0.025
C -0.428 0.443 1.481
H 1.333 -0.873 -1.468
H 1.677 1.098 -2.142
H 1.595 1.764 0.222
H -0.611 1.667 1.599
H 0.459 0.026 2.104
H -2.142 -1.021 1.757
N 2.149 0.399 -1.413
N 1.160 0.950 -0.317
O -1.913 0.144 1.809
S -0.523 -1.041 -0.842


C.
12
Properties=species:S:1:pos:R:3 method="wB97M-V/def2-TZVPD" total_charge=0 e_homo_ev=-8.50 e_lumo_ev=0.66 gap_ev=9.2
C 1.693 -0.968 -0.945
C -0.066 -0.050 0.482
H 1.631 -2.073 -0.879
H 1.908 -0.752 -1.975
H 2.489 -0.583 -0.262
H -0.836 0.846 -1.546
H 0.207 -0.488 2.415
H 0.886 -1.571 1.356
N 0.462 -0.275 -0.680
N 0.646 -0.638 1.538
O -0.176 0.221 -1.851
S -1.399 0.959 0.779


The structure with the least stability is B.


A.
36
Properties=species:S:1:pos:R:3 method="wB97M-V/def2-TZVPD" total_charge=0 e_homo_ev=-10.59 e_lumo_ev=0.23 gap_ev=10.8
O -1.677 1.295 1.535
H -2.398 1.551 0.857
H -1.876 1.734 2.376
O -1.479 -2.027 -0.829
H -2.068 -1.949 -1.538
H -2.141 -2.059 -0.098
O 1.056 -3.725 -0.605
H 0.168 -3.290 -0.657
H 0.860 -4.315 0.084
O 0.470 1.592 -3.290
H 1.027 2.228 -3.668
H 0.930 1.289 -2.496
O -1.227 -1.695 2.015
H -1.698 -0.879 2.311
H -0.367 -1.692 2.447
O 1.645 -1.492 2.682
H 2.467 -1.692 2.105
H 1.951 -1.532 3.586
O 0.326 3.043 -0.153
H 0.639 2.169 -0.005
H -0.562 3.028 0.221
O -1.570 3.072 -2.250
H -0.892 3.756 -1.839
H -1.006 2.350 -2.411
O 0.862 0.333 0.751
H 1.122 -0.330 1.439
H -0.129 0.344 0.891
O 3.305 -2.430 0.981
H 2.507 -2.769 0.531
H 4.035 -2.944 0.686
O -3.285 2.237 -0.344
H -3.540 3.131 -0.102
H -2.585 2.380 -1.028
O 1.850 0.002 -1.732
H 1.797 0.178 -0.795
H 1.479 -0.894 -1.657


B.
36
Properties=species:S:1:pos:R:3 method="wB97M-V/def2-TZVPD" total_charge=0 e_homo_ev=-8.36 e_lumo_ev=-0.11 gap_ev=8.3
H 0.307 -0.936 0.215
H -0.744 0.114 0.534
H 0.406 -4.234 -1.304
H 1.756 -4.279 -0.608
H -0.103 -0.101 -1.893
H -1.541 -0.225 -2.368
H 0.781 1.789 -3.893
H 1.242 3.000 -3.098
H -4.545 1.334 0.827
H -5.124 1.307 -0.578
H 1.918 -2.661 3.791
H 2.525 -1.695 4.795
H -2.037 -2.160 -0.656
H -3.052 -1.967 -1.770
H 2.699 0.424 -3.222
H 3.895 -0.508 -3.339
H -0.402 3.221 2.303
H -0.163 3.945 0.988
H 1.385 1.370 -0.569
H 1.999 2.542 0.179
H 0.409 1.721 1.724
H -0.489 1.604 2.944
H 0.018 -1.459 3.039
H -0.221 -2.280 1.782
O 0.017 -0.051 -0.034
O 1.132 -4.831 -1.092
O -1.007 -0.177 -1.568
O 0.530 2.693 -3.671
O -4.998 0.756 0.203
O 1.754 -1.819 4.230
O -2.116 -1.860 -1.568
O 3.483 0.129 -2.744
O -0.853 3.510 1.502
O 1.232 1.958 0.180
O 0.319 1.248 2.558
O -0.415 -1.423 2.178


The structure with the least stability is B.


A.
36
Properties=species:S:1:pos:R:3 method="wB97M-V/def2-TZVPD" total_charge=0 e_homo_ev=-10.32 e_lumo_ev=-0.17 gap_ev=10.1
O 2.356 -0.020 1.951
H 3.050 -0.465 2.453
H 2.550 -0.269 1.064
O -3.480 0.272 0.054
H -2.976 0.049 -0.742
H -3.181 1.133 0.461
O -2.161 -0.284 -2.369
H -2.117 0.423 -3.019
H -1.311 -0.131 -1.960
O 1.329 -2.989 1.735
H 1.484 -3.926 1.542
H 1.465 -2.513 0.935
O 0.901 4.234 -0.940
H 0.533 3.443 -0.571
H 0.945 4.832 -0.162
O -0.069 -0.190 -0.537
H 0.329 0.656 -0.350
H -0.453 -0.676 0.197
O 2.227 -1.549 -0.515
H 1.542 -0.902 -0.712
H 2.009 -2.443 -0.852
O -1.540 -2.820 -1.344
H -2.315 -3.250 -1.774
H -1.684 -1.904 -1.643
O -1.099 -1.949 1.145
H -1.278 -2.476 0.397
H -0.432 -2.516 1.529
O 2.253 1.475 -0.493
H 2.304 2.150 -1.140
H 2.359 1.815 0.360
O -0.927 2.474 -0.102
H -1.461 2.512 -0.941
H -1.222 3.080 0.586
O -0.132 0.969 2.250
H -0.480 1.313 1.397
H 0.678 0.437 2.124


B.
36
Properties=species:S:1:pos:R:3 method="wB97M-V/def2-TZVPD" total_charge=0 e_homo_ev=-7.48 e_lumo_ev=-0.11 gap_ev=7.4
H -0.059 0.497 -1.423
H 0.380 -0.027 -0.066
H 1.162 -3.222 1.742
H 2.335 -3.078 2.698
H -3.640 0.015 2.115
H -4.572 1.053 2.719
H 2.805 3.044 2.061
H 2.427 2.302 0.790
H 4.265 -2.017 -1.708
H 3.645 -2.027 -0.320
H 1.666 4.750 0.289
H 0.935 4.216 -0.932
H -4.974 -1.225 -0.851
H -3.552 -1.739 -0.689
H 1.417 2.757 -1.429
H 0.261 2.208 -0.609
H 0.686 -0.965 1.325
H 0.297 -0.855 2.790
H -3.849 0.904 -2.596
H -2.762 1.961 -2.688
H -1.912 -0.310 0.174
H -2.026 -1.233 1.375
H 2.762 -3.093 -3.011
H 1.343 -3.354 -2.534
O -0.407 0.185 -0.581
O 1.375 -3.162 2.680
O -4.078 0.850 1.916
O 3.108 2.873 1.162
O 4.366 -2.410 -0.833
O 1.711 4.059 -0.381
O -4.465 -2.039 -0.763
O 1.168 2.523 -0.528
O 0.677 -0.347 2.065
O -3.006 1.162 -2.208
O -1.694 -1.200 0.471
O 2.206 -3.057 -2.224


The structure with the least stability is B.